1.
This record from the Open Molecules 2025 dataset describes a structure of composition C10H40F3O14PtS at a distorted geometry. The level of theory is ωB97M-V with the def2-TZVPD basis set.

HOMO energy (spin up / spin down) in eV: -11.29 / -11.29
ΔE to the lowest compared entry with this formula, charge and spin in eV: 0.710
Expectation value of S²: 2.00
Multiplicity: 3
Net charge: +1
HOMO-LUMO gap (spin up / spin down) in eV: 6.1 / 4.3

Element x y z (Å)
1 H 1.0218 2.5955 -2.7946
2 H -1.6988 -1.6033 -2.3336
3 O -2.7012 2.2531 2.5699
4 H 0.2501 2.9450 -1.0702
5 O -1.4557 -1.6334 -3.2682
6 H 2.0960 -0.5855 -3.0586
7 H 4.0708 1.9775 -3.5058
8 H 5.7927 -1.7150 -2.2555
9 C -4.8506 2.0362 1.4566
10 H 2.4529 2.8256 -0.1720
11 H -4.4899 4.8252 1.3496
12 O 2.9749 -0.8464 3.2088
13 H -2.3848 1.8439 1.7528
14 C 3.4923 1.5190 -4.3135
15 H -4.4215 -2.9706 1.6337
16 H -3.3262 3.9826 0.4011
17 F 0.3497 -2.1230 -0.3919
18 H 3.8882 0.5195 -4.5028
19 C -3.9138 2.9384 2.2399
20 H 3.1329 -3.6514 -0.2965
21 H 4.7890 -3.6367 0.2871
22 O 1.5455 2.6970 -3.5982
23 H -0.8408 -3.5339 4.2719
24 H -0.9939 2.1514 -0.6439
25 H -4.4047 3.2915 3.1462
26 C 0.1010 -1.3254 0.6353
27 Pt -2.9863 -1.9341 3.6801
28 H 0.7706 0.3547 -2.5479
29 O -5.0077 -1.3613 -1.4656
30 H 1.4805 1.0499 -4.8108
31 O -2.2589 -1.1886 1.8751
32 O -1.6378 0.6547 0.5374
33 O -1.6310 -0.5997 4.6266
34 O -0.6079 2.6175 -1.3947
35 H 3.8381 -0.2177 0.3685
36 O -1.5368 -3.5791 3.6000
37 H 2.3661 -0.2500 2.7645
38 H -4.3774 1.5787 0.5853
39 H -1.3051 -0.6349 5.5358
40 H 3.6405 2.1527 -5.1879
41 H -2.8042 4.7799 1.9366
42 O 1.8875 3.5588 -0.4328
43 H -4.8787 -0.6401 -2.0900
44 H 3.6004 -1.0941 2.5089
45 H -4.1159 -1.6111 -1.1972
46 C 2.0414 1.4041 -3.9412
47 C 5.6318 -1.4305 -1.2128
48 H -5.3577 -3.3796 2.8131
49 O -4.4688 -3.0653 2.5999
50 F 0.9129 -0.2810 0.6260
51 H 3.5162 -1.5631 -1.5289
52 H 2.4510 4.1264 -0.9722
53 F 0.2828 -2.0025 1.7811
54 C 4.1423 -3.3108 -0.5337
55 H -1.4343 0.2862 4.2759
56 O -2.2685 -1.4713 -0.5124
57 H 2.3140 0.6714 -1.8316
58 C 1.8393 0.4482 -2.7930
59 H -1.6712 -4.5199 3.4123
60 H 5.7180 -0.3367 -1.2055
61 H 4.4871 -3.8449 -1.4202
62 H -5.7219 2.5816 1.0914
63 C -3.5836 4.2125 1.4395
64 H 6.4573 -1.8248 -0.6208
65 S -1.6721 -0.7609 0.5814
66 H -5.2293 1.2375 2.1077
67 H -1.3670 -2.5662 -3.4830
68 C 4.2420 -1.8480 -0.7588
69 O 3.8266 -1.1752 0.4459

***

2.
This record from the Open Molecules 2025 dataset describes a structure of composition C26H31F3N4O7S3Se2Ti at a distorted geometry. The level of theory is ωB97M-V with the def2-TZVPD basis set.

HOMO energy (spin up / spin down) in eV: -1.30 / -3.92
ΔE to the lowest compared entry with this formula, charge and spin in eV: 0.480
Expectation value of S²: 2.04
Multiplicity: 3
Net charge: -2
HOMO-LUMO gap (spin up / spin down) in eV: 4.7 / 7.3

Element x y z (Å)
1 Ti 0.2686 2.0811 1.0221
2 C 1.1892 4.9922 -0.9332
3 C -2.2101 -1.9002 -0.6663
4 H -1.2256 -0.2308 5.4015
5 Se 2.5531 1.7275 -0.0378
6 H 3.8809 -1.7556 0.6684
7 O 0.9590 1.6063 4.8125
8 N -0.6840 0.3398 0.1122
9 H -0.3998 4.6057 -2.9802
10 H 3.1422 6.4802 -1.1382
11 H -2.6600 -3.6496 1.4275
12 C 3.0649 3.2974 -1.0861
13 S -0.0586 -5.8719 -7.3538
14 H 2.4316 -1.2698 -1.4395
15 C 0.8106 -4.2717 -7.6308
16 C -1.7290 -1.8358 0.6082
17 H -0.8322 0.8846 -1.8908
18 C -1.3118 -2.7687 2.8767
19 H -4.6401 2.8100 3.5916
20 C -0.3583 -0.5986 2.3047
21 H -6.3128 0.9418 4.0928
22 N 1.5638 -4.2414 0.0029
23 C -1.8031 -0.9301 -1.5907
24 H 1.0981 -5.0739 -0.3048
25 C -1.1146 0.1573 -1.1532
26 O 0.3902 4.4305 -3.5817
27 H 2.5726 -2.7776 2.6304
28 N 2.4199 -2.9374 1.6057
29 C 1.3743 3.5213 -3.0070
30 O 3.8567 5.9741 -1.6199
31 H 0.8771 2.6570 -2.5594
32 N 0.3130 0.6283 2.5439
33 C 2.1574 4.2316 -1.8547
34 H 3.6761 3.8866 -0.4286
35 H -2.1074 -0.8554 -2.6473
36 F 0.2819 -3.3244 -6.7960
37 H 2.4396 -0.9248 1.2006
38 H 3.6569 2.9389 -1.8718
39 H -2.8854 -2.7142 -0.9906
40 H 1.0444 -1.6493 -0.4581
41 Se -0.6238 4.1033 -0.4091
42 H 1.6597 5.1215 -0.0048
43 C -1.5949 1.4617 4.2305
44 C -3.3141 0.2033 5.2449
45 C 2.0678 -1.9119 -0.6035
46 C 2.7866 -1.8059 0.7339
47 C -1.9552 0.4780 5.0328
48 C -2.5562 2.3491 3.7417
49 H -1.4103 -3.5454 3.6808
50 H -5.9715 0.0085 5.5113
51 H 3.1367 -3.6768 -1.2545
52 O 0.7008 -6.7627 -8.2411
53 F 0.7368 -3.8685 -8.9330
54 C 3.0576 5.2915 -2.5562
55 H 1.0133 5.9959 -1.3874
56 H -0.1072 -1.5026 4.1742
57 O 0.1670 3.0011 3.0028
58 C -0.9778 -0.6935 1.0078
59 S 1.4366 -5.1551 2.4803
60 S 0.0958 1.6826 3.6391
61 C -3.8902 2.1877 3.9558
62 H 1.5605 -3.6293 -1.9734
63 H 2.4926 5.9232 -3.1634
64 O 0.1507 -6.1024 -5.9563
65 C -0.5756 -1.6308 3.1872
66 H 1.9891 3.1402 -3.8914
67 C 1.7278 -4.0571 1.2874
68 H -2.2158 3.1568 3.0886
69 C -4.3031 1.0536 4.7267
70 H -6.0507 1.8094 5.6218
71 O -1.4650 -5.6888 -7.7389
72 F 2.1344 -4.3695 -7.3346
73 C -2.0116 -2.7730 1.6771
74 C -5.7720 0.9567 5.0069
75 C 2.0881 -3.3864 -1.0553
76 H -3.6594 -0.7141 5.7287
77 H 3.7634 4.7390 -3.1387

***

3.
This record from the Open Molecules 2025 dataset describes a structure of composition C3H8ClISi at a distorted geometry. The level of theory is ωB97M-V with the def2-TZVPD basis set.

HOMO energy in eV: -9.56
ΔE to the lowest compared entry with this formula, charge and spin in eV: 0.649
Net charge: 0
HOMO-LUMO gap in eV: 9.8

Element x y z (Å)
1 H 1.3293 -2.4924 -0.4502
2 Cl -1.7792 -1.8417 -0.1160
3 C -0.5098 0.7501 -1.5649
4 H 1.2794 -2.2090 1.2533
5 H -1.0592 1.4664 1.4116
6 H -0.6584 0.1739 -2.5242
7 H 0.7059 1.2494 1.3335
8 C -0.2407 0.6990 1.3548
9 H 0.4208 1.2808 -1.7454
10 C 1.2408 -1.6799 0.2231
11 H -1.2974 1.4782 -1.3686
12 I 2.9634 -0.3072 0.0545
13 H -0.3330 0.1885 2.2481
14 Si -0.2365 -0.4910 -0.1046